Computed, not measured: 2 unconnected molecules or ions with the total composition H5N2OP at a distorted geometry, with wB97M-V/def2-TZVPD.

Each line ends with the natural charge from an NBO analysis.
Cartesian coordinates (Å):
N: -0.88 -0.76 -0.39  -0.27
N: 2.36 0.05 -0.13  -1.11
O: -1.79 -0.10 0.26  -0.56
P: -2.20 1.36 -0.15  0.61
H: 2.85 -0.69 -0.66  0.36
H: -0.90 -1.64 -0.01  0.29
H: 1.67 0.69 -0.67  0.39
H: 2.06 -0.37 0.70  0.36
H: -3.17 1.46 1.04  -0.08

## Properties
**Energy relative to the best compared isomer or geometry (same formula, charge and spin)**: 142.4 kcal/mol
**Molar mass**: 80.0 g/mol
**E_LUMO (spin up / spin down)**: -0.8 / -0.3 eV
**E**: -14393.0150 eV
**Gap between HOMO and LUMO (spin up / spin down)**: 8.426 / 8.214 eV
**Multiplicity**: 1

Computed, not measured: a molecular structure, H5N3S at a distorted geometry, with wB97M-V/def2-TZVPD.

Each line ends with the natural charge from an NBO analysis.
Cartesian coordinates (Å):
N: -1.75 -0.23 -0.31  -0.58
N: 2.03 0.71 0.44  -0.99
N: -0.57 -0.61 -0.60  -0.43
S: 0.95 -0.33 1.12  0.18
H: -2.38 -0.82 0.13  0.35
H: -1.89 0.78 -0.27  0.37
H: 1.56 1.57 0.47  0.37
H: 2.64 0.52 -0.39  0.39
H: -0.59 -1.59 -0.60  0.33

## Properties
**Energy relative to the best compared isomer or geometry (same formula, charge and spin)**: 38.2 kcal/mol
**Molar mass**: 79.1 g/mol
**E_LUMO (spin up / spin down)**: 0.8 / 0.7 eV
**E**: -15383.4727 eV
**Gap between HOMO and LUMO (spin up / spin down)**: 7.860 / 7.884 eV
**Multiplicity**: 1